# 1
DFT (ωB97M-V/def2-TZVPD) results for C22H26BrMnN6O2S2 as an isolated structure at a distorted geometry.

Values from the calculation:
**⟨S²⟩**: 8.926
**Multiplicity**: 6
**Electronic energy**: -159273.3030 eV
**Frontier orbital gap (spin up / spin down)**: 6.87 / 4.05 eV
**Charge**: +3
**F_max**: 0.040 Eh/bohr

```
60
Properties=species:S:1:pos:R:3:forces:R:3
C 1.337488 2.457688 -0.659328 -0.014 -0.017 -0.081
H -0.094559 -3.370876 2.506864 -0.046 -0.021 -0.006
H 3.926344 0.992161 -0.811662 -0.032 -0.043 0.038
H 2.403058 4.528056 1.936552 0.002 0.001 0.012
Mn -2.129196 1.283511 -1.648891 1.027 -0.455 -0.137
C -0.079292 -0.395117 2.720917 -0.018 -0.014 0.044
C -5.957206 -1.127928 -1.975343 0.025 -0.008 -0.001
N 0.665457 1.313220 0.084345 0.008 -0.146 0.159
C 2.463614 -1.907045 0.564845 0.095 0.209 0.315
C -6.089782 0.939977 -3.189700 -0.084 -0.100 0.005
H 0.731383 2.631530 -1.550790 0.010 -0.046 0.040
N 1.895672 -0.572245 -1.412996 0.783 -0.160 0.295
H -4.097115 -1.433020 -0.948235 -0.003 0.009 0.017
C 0.898889 -3.029297 2.239091 -0.866 0.750 -1.075
H -6.388219 -2.060747 -1.641582 0.000 0.000 -0.008
H 3.242453 3.142490 1.261755 0.029 0.001 -0.009
C 0.434124 -0.680885 1.325330 -0.215 0.106 -0.174
H 4.532992 -1.845783 1.393248 0.033 0.055 -0.022
H -6.611912 1.648711 -3.816028 0.006 0.002 0.003
H 2.314775 2.111518 -0.980063 -0.007 0.023 0.010
C 1.425388 3.705508 0.201057 -0.041 0.013 -0.012
H -1.718707 -1.958361 -0.793771 0.026 -0.006 -0.031
C 3.890863 0.100900 -0.187907 -0.001 -0.022 0.092
N -0.688799 -0.504600 0.317938 0.007 -0.169 0.382
H 4.103786 -3.193585 3.335513 -0.037 -0.057 0.094
Br -3.908085 2.803424 -3.181156 0.111 -0.138 0.130
C 2.254050 3.555644 1.472145 -0.013 0.011 -0.001
H 0.413965 4.051963 0.440960 0.015 -0.002 -0.004
H 4.284593 0.360055 0.793581 0.062 0.052 0.021
C 3.520764 -2.174407 1.589970 -0.242 0.529 -1.338
C -4.678528 -0.783043 -1.589043 0.006 0.081 -0.080
H -7.673679 -0.505092 -3.111436 0.004 0.008 0.000
C 3.282669 -2.936892 2.678877 -1.080 -1.114 1.308
N -0.946736 -1.800192 -0.163296 0.376 -0.151 0.297
C -6.670182 -0.258405 -2.790414 0.021 0.042 -0.018
C -4.813285 1.184622 -2.743097 0.137 0.073 0.035
S 0.090143 -0.779741 -3.261417 0.513 0.078 0.644
N -2.487929 2.172380 0.231610 -0.382 -0.294 -0.322
H 2.659655 -2.631225 -0.242739 0.076 -0.068 0.047
C 0.112997 -2.671551 -0.045446 -0.610 0.155 -0.379
C 2.484989 -0.473978 -0.058933 -0.114 0.005 -0.302
H 2.039509 0.800365 1.648954 -0.009 0.017 0.017
H 0.686993 -0.598319 3.469567 0.028 0.035 0.056
O -2.132872 2.557462 1.249442 0.176 -0.073 -0.409
C 0.667428 -0.259764 -1.745487 -0.833 -0.120 -0.667
H -0.955506 -1.003038 2.941640 -0.036 -0.003 0.000
O 0.277312 -3.693404 -0.639228 0.172 -0.112 0.123
H 1.812724 -4.105583 3.799253 0.087 -0.022 0.056
C -0.234821 0.428279 -0.736073 -0.544 0.648 -1.021
H -0.377912 0.652611 2.819297 0.014 -0.065 -0.009
S -1.284808 0.594889 -3.817220 -0.734 0.530 0.935
H 4.563058 -0.632642 -0.636221 0.020 -0.010 -0.043
H 0.074601 1.757167 0.795529 -0.062 0.018 -0.035
C 1.962385 -3.431519 2.965869 1.992 -0.114 0.589
H 2.514935 -0.940572 -2.133382 -0.065 0.037 0.033
N -4.096423 0.365885 -1.974636 0.005 0.226 0.228
H 1.763845 2.932492 2.225729 -0.015 -0.014 0.012
H 1.854052 4.481990 -0.435407 0.015 -0.017 0.005
C 1.504391 0.308094 0.839737 0.044 0.114 -0.050
C 1.024190 -2.103757 1.071307 0.177 -0.250 0.192
```
Positions in Å, forces in eV/Å.

# 2
DFT (ωB97M-V/def2-TZVPD) results for one molecule with the formula C3H7N3S2 at a distorted geometry.

Values from the calculation:
**⟨S²⟩**: 2.011
**Multiplicity**: 3
**Electronic energy**: -29358.7329 eV
**Frontier orbital gap (spin up / spin down)**: 5.15 / 7.59 eV
**Charge**: 0
**Energy above the lowest of the compared OMol25 structures with the same formula, charge and spin**: 2.456 eV
**F_max**: 0.104 Eh/bohr

```
15
Properties=species:S:1:pos:R:3:forces:R:3
H -0.347541 -1.138783 -1.560473 0.248 0.760 -0.640
H -0.019426 0.507658 -2.252202 -0.368 0.328 0.049
C 0.219891 -0.190356 1.921199 0.492 0.945 0.115
H -0.681148 1.721357 2.220183 -0.320 -0.040 -0.896
C 0.318457 -0.242691 -1.561733 -0.994 -0.675 0.100
N 0.451256 0.217625 -0.220069 0.938 -1.549 0.505
H 0.330102 -0.543009 2.942174 -0.327 0.458 -0.150
N -0.211842 1.135063 1.537338 0.826 -2.523 3.502
H 1.304478 -0.493320 -1.816384 1.315 -0.775 -0.868
S 1.487651 -2.306294 0.347036 -1.253 0.273 -0.399
H -2.327845 1.777849 -1.366704 0.492 -0.999 1.259
H 0.563479 -2.534526 -0.695807 1.085 -0.020 1.243
S -2.185714 0.817429 -0.345321 -4.852 0.428 -2.190
N -0.362245 1.208060 0.220718 3.503 1.107 0.118
C 0.702951 -0.807928 0.827452 -0.785 2.281 -1.748
```
Positions in Å, forces in eV/Å.

# 3
DFT (ωB97M-V/def2-TZVPD) results for C9H13BHgN5S as an isolated structure.

Values from the calculation:
**⟨S²⟩**: 0.766
**Multiplicity**: 2
**Electronic energy**: -32678.7510 eV
**Frontier orbital gap (spin up / spin down)**: 6.23 / 8.41 eV
**Charge**: 0
**Energy above the lowest of the compared OMol25 structures with the same formula, charge and spin**: 0.000 eV
**F_max**: 0.006 Eh/bohr

```
30
Properties=species:S:1:pos:R:3:forces:R:3
C 0.081559 1.770049 -0.589365 0.121 -0.132 0.029
C 2.781136 1.905613 1.988238 0.016 -0.032 0.022
C 1.877483 2.337448 1.056239 -0.019 -0.005 -0.019
H 2.060736 -1.386881 1.819235 0.001 0.001 -0.003
C -1.755730 -0.023533 -3.029451 -0.098 -0.056 -0.107
Hg -0.484437 -1.321024 -0.279466 0.042 0.201 -0.214
H -1.115385 3.402296 -1.365540 -0.023 -0.014 0.029
H -1.966852 -4.720896 3.402112 -0.012 0.020 0.004
N 1.163275 0.077029 0.693021 -0.029 -0.109 0.076
C -0.104576 3.196467 -1.007853 0.002 0.039 -0.027
H -0.104847 -5.399200 3.083841 0.026 0.011 -0.005
B -1.169207 -5.117690 2.584396 0.017 0.060 -0.043
H -1.690351 1.916367 -2.438121 -0.026 0.000 0.021
N -2.517542 0.303795 -4.103273 0.012 0.042 0.019
C -0.901980 -3.907131 1.613866 -0.010 -0.087 0.060
H 0.592412 3.494312 -1.797291 -0.010 -0.016 -0.015
N -0.704496 -3.015642 0.903876 -0.008 0.018 0.047
C 2.874755 0.538243 2.292960 -0.015 0.048 -0.027
H 0.045214 3.869777 -0.166063 0.020 -0.009 -0.011
C 2.039947 -0.321355 1.618080 0.010 -0.021 0.021
N -1.393231 0.973940 -2.231259 0.092 0.047 -0.018
H -1.612529 -6.014165 1.906610 -0.004 -0.002 -0.026
H 1.808976 3.388926 0.819783 0.007 -0.001 0.000
N -0.615669 0.754767 -1.129362 -0.062 0.063 0.232
S -1.319416 -1.636859 -2.784994 0.006 -0.159 -0.010
H 3.420526 2.620773 2.489393 0.002 0.001 0.001
H -2.945969 -0.455477 -4.602510 0.005 -0.002 -0.005
H 3.570352 0.162253 3.027661 0.003 0.000 0.005
H -2.957398 1.206557 -4.168470 -0.007 -0.003 -0.004
C 1.043245 1.401244 0.393708 -0.060 0.096 -0.033
```
Positions in Å, forces in eV/Å.

# 4
DFT (ωB97M-V/def2-TZVPD) results for a 14-piece molecular cluster, H27O14 overall at a distorted geometry.

Values from the calculation:
**Multiplicity**: 1
**Electronic energy**: -29103.7784 eV
**Frontier orbital gap**: 9.58 eV
**Charge**: -1
**Energy above the lowest of the compared OMol25 structures with the same formula, charge and spin**: 3.889 eV
**F_max**: 0.085 Eh/bohr

```
41
Properties=species:S:1:pos:R:3:forces:R:3
H -0.994932 0.640749 4.320735 -1.287 -2.313 -0.342
H 1.624447 -2.722416 -0.812684 -1.235 -2.512 0.728
H -1.025866 -0.205970 -0.486189 -1.547 0.947 -1.569
O -0.592796 1.421993 4.587313 -1.441 1.657 3.754
H 1.046914 -0.741817 -2.308435 -1.167 0.984 1.228
H -3.106720 2.060548 1.347180 -0.209 1.672 0.149
O 1.593032 -1.167077 -2.931437 1.614 -1.045 -0.071
H 1.920448 0.617278 2.585254 0.292 0.636 0.476
H 4.589183 -0.165330 -0.497136 -0.152 0.474 0.829
O -3.140756 2.942304 0.882157 0.597 -2.920 -1.224
O -1.701493 -0.133300 -1.338067 0.742 0.383 2.299
H 0.656793 -3.440615 0.217762 0.410 0.220 -0.167
H 1.202584 -1.017986 -3.773143 -0.503 0.222 -1.069
H -2.796899 0.310709 1.831731 -0.396 0.395 -0.366
H -3.464797 -1.001769 -2.700512 -0.402 0.156 -0.329
O -0.823476 -2.945352 -4.545697 -0.755 -0.370 -1.605
O 2.007460 0.880408 -0.049635 0.123 0.364 -0.205
O -2.814934 -1.315580 -3.336141 0.978 -0.420 1.184
H -0.187799 -3.057597 -3.876624 1.321 -0.256 1.467
H 2.194158 1.698622 -0.541044 -0.463 -0.447 0.284
O 1.150144 -3.613474 -0.597830 0.960 2.099 -0.795
H -0.195299 1.707953 3.820448 1.768 1.114 -2.332
H -1.071438 -2.027432 -4.524708 -0.469 0.469 0.100
H 3.488991 -0.214340 -1.572109 -0.016 -0.070 0.357
H 0.987808 -1.454856 2.363799 0.033 -0.498 -0.257
H 0.661392 0.047843 2.376180 -0.219 1.847 1.128
H -0.648187 1.387671 0.817383 -0.467 1.287 -0.003
H 0.652316 -1.112372 0.874115 0.189 -0.257 0.664
H -2.288095 0.558244 -0.946272 0.639 -0.938 -0.773
H -2.075444 -1.375627 -2.651810 -1.050 0.229 -1.324
H 0.125999 3.669987 1.085562 -1.394 0.359 -0.210
O 1.145248 -1.733590 1.451843 -0.190 -0.012 -0.165
H 0.986358 0.800348 0.170633 0.790 0.322 -0.253
O -0.360510 0.509362 0.660731 1.085 -1.262 0.129
O 1.081338 0.643903 3.082155 0.931 -1.950 -2.477
O -2.214544 -0.311243 2.238548 1.290 -0.229 1.603
H -2.957763 2.536790 -0.019607 -0.310 1.440 1.053
O 0.826776 4.164033 0.660258 1.614 -1.835 1.445
O 4.347246 -0.571720 -1.313246 0.160 -0.533 -1.179
H -1.332371 0.159036 2.333414 -1.644 -0.825 -0.940
H 1.505480 3.571685 1.115122 -0.223 1.417 -1.224
```
Positions in Å, forces in eV/Å.

> F_max of number 1 (C22H26BrMnN6O2S2)?

0.040 Eh/bohr